# 1
Molecular formula: C59H55BaN4O3P2S
Method: DFT, ωB97M-V/def2-TZVPD

Each line ends with the Löwdin charge.
Positions of all 125 atoms, in Å:
Ba (-0.8757, -1.2493, -0.3363)  1.2952
O (0.5187, -0.2957, 1.4989)  -0.8661
S (1.1815, -0.0727, 2.8397)  0.9520
C (-0.2063, -0.5814, 3.9062)  -0.2989
C (0.1086, -1.2772, 5.0278)  -0.1535
C (-0.7420, -2.0737, 5.7819)  -0.0449
C (-2.0989, -1.9088, 5.4719)  -0.1853
C (-3.3143, -2.3290, 6.2083)  -0.1491
C (-4.5095, -1.9088, 5.2498)  -0.1132
C (-3.8977, -0.6967, 4.5244)  -0.1751
C (-4.4636, 0.4287, 3.9056)  -0.0573
C (-3.6014, 1.2522, 3.2387)  -0.1821
C (-2.2155, 0.9362, 2.9884)  -0.3636
P (-1.2276, 2.1954, 2.0883)  1.0876
C (-2.0008, 2.0529, 0.4999)  -0.3923
C (-1.5283, 2.9345, -0.5200)  -0.1092
C (-2.1438, 2.9480, -1.7445)  -0.1221
C (-3.2119, 2.1734, -2.0583)  -0.1172
C (-3.6062, 1.1718, -1.1627)  -0.0922
C (-2.9900, 1.0822, 0.1429)  -0.1808
C (-1.9422, 3.6508, 2.8691)  -0.3504
C (-2.3847, 3.6285, 4.1973)  -0.0832
C (-2.9943, 4.7873, 4.6894)  -0.0800
C (-2.9178, 5.9862, 4.0140)  -0.1174
C (-2.3839, 6.0368, 2.7558)  -0.1150
C (-1.9201, 4.8958, 2.1698)  -0.0857
C (-1.5892, -0.0994, 3.7349)  -0.1375
C (-2.5073, -0.8962, 4.5075)  -0.0964
C (2.2659, -1.4662, 3.0453)  -0.3428
C (2.1196, -2.6238, 2.2499)  -0.0280
C (2.8700, -3.7996, 2.5796)  -0.0109
C (3.6499, -3.8520, 3.7546)  -0.0972
C (4.6140, -4.7383, 4.5562)  -0.0966
C (5.3747, -3.8069, 5.6195)  -0.1232
C (4.7387, -2.4957, 5.5169)  -0.1790
C (5.1632, -1.3405, 6.1598)  -0.0177
C (4.8029, -0.1325, 5.5187)  -0.0883
C (4.0421, -0.1629, 4.3483)  -0.2658
P (3.8817, 1.1822, 3.1656)  1.0232
C (5.5100, 1.1811, 2.4699)  -0.3659
C (5.1596, 0.9412, 0.0541)  -0.2751
C (5.9500, 1.4668, 1.0569)  -0.2373
C (7.3759, 2.0605, 1.2733)  -0.0206
C (7.7299, 1.8755, 2.8205)  -0.1285
C (6.6502, 1.2644, 3.3160)  -0.2503
C (3.1433, 2.6968, 2.7769)  -0.3855
C (2.6106, 2.8457, 1.4593)  -0.1177
C (1.9939, 4.0210, 1.0322)  -0.1306
C (1.9466, 5.1515, 1.8442)  -0.0920
C (2.4694, 4.9492, 3.1358)  -0.1150
C (2.7421, 3.7191, 3.6972)  -0.0797
C (3.1646, -1.3707, 4.1255)  -0.1924
C (3.7507, -2.5699, 4.4443)  -0.0897
H (1.1447, -1.2875, 5.2288)  0.0726
H (-0.3337, -2.7661, 6.5454)  0.1084
H (-3.5127, -1.8536, 7.2083)  0.1193
H (-3.3766, -3.3682, 6.4550)  0.0871
H (-5.4234, -1.6516, 5.7580)  0.0908
H (-4.7041, -2.6780, 4.5126)  0.0996
H (-5.5089, 0.7615, 3.9113)  0.1063
H (-3.9527, 2.1742, 2.7920)  0.1003
H (-0.6802, 3.5569, -0.3401)  0.0685
H (-1.6419, 3.5399, -2.5856)  0.1345
H (-3.7782, 2.3486, -2.9693)  0.1043
H (-4.2961, 0.4145, -1.5090)  0.0878
H (-3.3460, 0.4402, 0.9884)  0.0923
H (-2.2330, 2.7537, 4.7843)  0.1031
H (-3.4909, 4.6965, 5.6281)  0.0925
H (-3.4287, 6.8247, 4.4873)  0.1010
H (-2.4072, 7.0174, 2.3164)  0.0973
H (-1.5287, 4.9089, 1.1664)  0.0788
H (1.4447, -2.6877, 1.4010)  0.0553
H (2.6982, -4.7410, 1.9483)  0.1255
H (5.2856, -5.3786, 3.9588)  0.1100
H (3.9581, -5.4057, 5.1277)  0.1063
H (6.4474, -3.8193, 5.3379)  0.1267
H (5.1913, -4.1605, 6.6303)  0.1117
H (5.8284, -1.4050, 7.0414)  0.1198
H (5.1654, 0.7938, 5.8792)  0.0912
H (-2.6620, 8.4049, -5.5106)  0.0000
H (-11.7972, -2.0230, -8.4657)  0.0004
H (8.2551, 2.5461, 0.8568)  0.0324
H (8.5497, 2.5329, 3.1187)  0.0677
H (6.8176, 0.7209, 4.1971)  0.0572
H (2.7105, 1.9420, 0.8052)  0.0879
H (1.5036, 3.9416, 0.0356)  0.0942
H (1.6416, 6.1153, 1.4442)  0.0968
H (2.6995, 5.8041, 3.7827)  0.1005
H (2.4230, 3.5224, 4.7088)  0.1067
O (7.9885, -4.6386, -9.5181)  -0.1396
H (8.3531, -5.5742, -9.3979)  0.0568
H (7.5950, -4.7413, -10.4740)  0.0828
O (0.7916, -3.3210, -0.8830)  -0.3473
H (0.1863, -4.0207, -1.2317)  -0.0018
H (1.6305, -3.3108, -1.4528)  0.0795
H (-3.0272, 7.9128, -5.2802)  0.0000
N (1.8029, 0.4750, -2.5800)  0.0768
C (0.9116, -0.1814, -2.1094)  -0.1874
H (2.5752, 1.1867, -2.3846)  0.0910
C (0.0553, -1.8432, -8.0385)  -0.0340
C (-0.1417, -2.0517, -9.6018)  -0.3250
C (-1.5293, -2.2556, -10.1477)  -0.1370
C (0.5504, -2.0184, -10.7859)  -0.0320
N (4.5837, 1.0500, -0.9328)  0.1114
H (-0.6384, -2.2167, -7.2633)  0.0191
H (-0.0698, -0.8030, -8.0345)  0.0516
H (1.1110, -1.9971, -7.8434)  0.0669
H (-1.6251, -3.3806, -10.0317)  0.1080
H (-1.7279, -2.0340, -11.2276)  0.0814
H (-2.2701, -1.7901, -9.5964)  0.0137
H (-0.0248, -1.6382, -11.6391)  0.0472
H (1.6454, -1.8849, -10.7209)  0.0500
H (-11.8020, -2.5894, -8.9562)  -0.0003
N (-2.2952, -1.8945, -6.1714)  0.1869
C (-3.3144, -1.5503, -6.5682)  -0.1385
C (-4.7487, -1.5834, -6.7392)  -0.2157
C (-5.6586, -2.1422, -5.8312)  -0.0313
C (-6.5513, -3.1036, -6.2681)  -0.0339
C (-6.7798, -3.2278, -7.6821)  -0.1659
N (-6.1184, -2.4710, -8.4309)  0.0532
C (-5.1610, -1.5913, -8.0821)  -0.0803
H (-5.3396, -2.2635, -4.7935)  0.1198
H (-7.0202, -3.8452, -5.5191)  0.1333
H (-7.1062, -4.1331, -8.1310)  0.1019
H (-4.7484, -0.8301, -8.8367)  0.1444

Properties
HOMO level (spin up / spin down)	-2.0228 / -1.8426	eV
E_LUMO (spin up / spin down)	0.032 / 0.032	Ha
energy relative to the best compared isomer or geometry (same formula, charge and spin)	0.00	kcal/mol
total charge	-1
M	1099.46	g/mol

***

# 2
Molecular formula: C15H28BiN4O6P2
Method: DFT, ωB97M-V/def2-TZVPD

Each line ends with the Löwdin charge.
Positions of all 56 atoms, in Å:
Bi (-0.5030, 0.3334, -0.7772)  1.4043
C (1.4738, 2.4038, 2.0626)  -0.2178
C (0.7798, 1.1306, 2.5692)  -0.2381
N (1.2391, -0.0683, 1.9157)  -0.1300
C (2.5652, -0.5751, 2.1849)  -0.2048
C (3.6633, 0.0673, 1.3097)  -0.2112
N (3.2380, 0.1779, -0.0792)  -0.0673
C (3.4570, 1.4688, -0.7095)  -0.2305
C (2.8980, 2.7035, 0.0330)  -0.2302
N (1.5900, 2.4803, 0.6187)  -0.0855
H (2.4795, 2.4573, 2.4860)  0.0957
H (0.9211, 3.2568, 2.4718)  0.1087
H (-0.2879, 1.2208, 2.3544)  0.0855
H (0.8978, 1.0976, 3.6664)  0.1061
H (0.5491, -0.8027, 1.8695)  0.0664
H (2.5440, -1.6447, 1.9769)  0.1033
H (2.8495, -0.4359, 3.2397)  0.1086
H (4.5582, -0.5579, 1.3877)  0.1040
H (3.9336, 1.0456, 1.7251)  0.0861
H (2.2428, -0.0257, -0.0910)  0.0021
H (2.9896, 1.4225, -1.6970)  0.0985
H (4.5287, 1.6283, -0.8780)  0.1039
H (2.8580, 3.5255, -0.6892)  0.1064
H (3.5980, 3.0199, 0.8133)  0.0942
H (0.8413, 2.9836, 0.1721)  0.0699
N (-0.3172, -4.1771, -2.9576)  0.0116
C (-0.4392, -4.0288, -1.4852)  -0.5798
C (-0.6045, -5.3823, -0.7719)  -0.1108
P (-1.9713, -3.0542, -1.2157)  0.4110
O (-3.1461, -4.1228, -1.5502)  -0.1494
O (-1.9802, -2.0580, -2.4572)  -0.2093
O (-2.2354, -2.4029, 0.0765)  -0.3257
P (1.1236, -3.2546, -0.7781)  0.2694
O (1.4261, -2.2262, -2.0406)  -0.2472
O (2.1483, -4.3293, -0.7706)  -0.3349
O (0.7888, -2.4365, 0.4232)  -0.3794
H (-0.5201, -5.1311, -3.2284)  0.0784
H (0.6267, -3.9562, -3.2505)  0.0655
H (-1.4502, -2.4976, -3.1556)  0.0597
H (-1.4354, -5.9431, -1.2024)  0.0647
H (-0.8015, -5.2374, 0.2929)  0.0866
H (0.3262, -5.9403, -0.8638)  0.0679
H (-3.7451, -4.1348, -0.7959)  0.0741
H (2.2275, -1.7318, -1.8263)  0.0425
C (-1.7390, 1.8061, -0.5371)  -0.5723
C (-2.8038, 2.7372, -0.2804)  -0.4094
C (-3.2571, 3.6190, -1.2755)  -0.0795
C (-4.2771, 4.5235, -1.0235)  -0.1157
C (-4.8863, 4.5823, 0.2251)  -0.1286
C (-4.4494, 3.7167, 1.2227)  -0.1132
C (-3.4255, 2.8146, 0.9804)  -0.0716
H (-2.7921, 3.5742, -2.2525)  0.0993
H (-4.6053, 5.1875, -1.8150)  0.0907
H (-5.6862, 5.2867, 0.4164)  0.0853
H (-4.9123, 3.7446, 2.2026)  0.0919
H (-3.0915, 2.1394, 1.7586)  0.0996

Properties
HOMO level	-4.0961	eV
E_LUMO	0.105	Ha
total charge	-1
M	631.34	g/mol

***

# 3
Molecular formula: C3H10N4
Method: DFT, ωB97M-V/def2-TZVPD

Each line ends with the Löwdin charge.
Positions of all 17 atoms, in Å:
C (0.5908, -0.5691, -0.1160)  -0.4456
N (0.8243, -0.7979, -1.4490)  0.1159
N (0.9125, -1.5888, 0.7492)  0.1253
N (0.3536, 1.7764, -0.7110)  0.0170
C (0.5349, 0.8200, 0.3783)  -0.2702
H (0.5784, 0.0211, -1.9976)  0.0863
H (0.4776, -1.6691, -1.8245)  0.1040
H (0.8976, -1.3814, 1.7343)  0.1057
H (1.5944, -2.2686, 0.4519)  0.1012
H (-0.4693, 2.3432, -0.5457)  0.0728
H (1.1513, 2.3860, -0.8272)  0.0731
H (1.3944, 1.0302, 1.0229)  0.1276
C (-2.1573, -0.2391, 0.5395)  -0.3128
N (-2.1286, 0.7313, 1.2768)  -0.0401
H (-0.3932, 0.9087, 1.0503)  0.0545
H (-1.1598, -0.6160, 0.0077)  0.0335
H (-3.0014, -0.8870, 0.2602)  0.0517

Properties
HOMO level (spin up / spin down)	-6.5478 / -6.5460	eV
E_LUMO (spin up / spin down)	0.023 / 0.023	Ha
energy relative to the best compared isomer or geometry (same formula, charge and spin)	68.28	kcal/mol
total charge	0
M	102.14	g/mol

***

What is the formula in the first record? C59H55BaN4O3P2S